(1)
26
Properties=species:S:1:pos:R:3 method="wB97M-V/def2-TZVPD" homo_energy_ev="-14.40 / -14.42" charge=+1 e_lumo_ev="-4.43 / -8.18" multiplicity=2 relative_energy_kcal_mol=7.1 homo_lumo_gap_ev="9.9651 / 6.2406" s_squared=0.768
C -0.3940 -1.7496 -2.1283
C -1.3224 -2.0553 -0.9361
C 0.2964 -0.3732 -2.0641
H 0.4121 -2.4792 -2.0847
H -0.8831 -1.8852 -3.0868
H -1.7958 -1.1376 -0.5882
H 1.1990 -0.4482 -1.4483
H 0.5499 -0.0817 -3.0781
H -0.3021 0.3975 -1.5725
H -2.0907 -2.7703 -1.2031
H -0.6723 -2.4022 -0.1396
C 1.4887 -0.6128 2.1389
C 1.4044 1.6113 1.0268
C 0.6932 0.4171 1.4283
C 0.6839 2.6546 0.5448
C -0.7130 2.5165 0.3543
C -0.7136 0.3505 1.3617
C -1.4150 1.3705 0.8100
H 2.4666 1.7070 1.1904
H 1.1550 3.5232 0.0968
H 2.2894 -0.9534 1.4773
H 0.8853 -1.4794 2.4042
H -1.2545 3.3147 -0.1444
H -1.2493 -0.5308 1.6889
H -2.4954 1.4044 0.7990
H 1.7774 -0.3083 3.1530

(2)
58
Properties=species:S:1:pos:R:3 method="wB97M-V/def2-TZVPD" homo_energy_ev=-9.42 charge=0 e_lumo_ev=-0.40 multiplicity=1 homo_lumo_gap_ev=9.0140
C 2.2202 -1.8800 -0.9754
B 0.8630 -2.0011 -1.7163
O 0.7952 -2.5925 -2.9419
P -0.8068 -1.3611 -0.9162
O -1.2915 -3.2395 -0.7529
C -2.4905 -3.4967 -0.4261
N -3.4813 -3.7193 0.1408
B -0.3974 0.5901 -1.0669
O -1.1143 1.3846 -1.9174
O 0.6061 1.2059 -0.3678
H 2.3435 -0.9064 -0.5029
H 2.2206 -2.6127 -0.1602
H 3.0532 -2.0977 -1.6382
H 0.2860 -2.0870 -3.5930
H -0.8445 -1.2858 0.4834
H -2.0111 -1.2001 -1.6002
H -1.7379 0.8723 -2.4440
H 0.8514 0.6659 0.3920
C -2.8202 -3.0128 4.7378
Br -2.8335 -2.1788 6.4727
Br -1.8519 -1.9605 3.4575
Br -2.1585 -4.8113 4.8186
H -3.8439 -3.0608 4.3971
C 3.5618 3.1630 0.1908
Br 3.6769 4.0357 1.8980
Br 4.5538 4.1019 -1.1582
Br 4.0918 1.3157 0.3075
H 2.5226 3.1755 -0.1090
C 6.1252 7.7349 2.1110
Br 4.5391 7.7804 3.1980
Br 7.1734 6.1572 2.4378
Br 5.7112 7.9408 0.2467
H 6.7294 8.5815 2.4000
C -2.2863 -3.1766 -4.7558
Br -3.3634 -3.9762 -6.1165
Br -1.5006 -1.4846 -5.2824
Br -3.2044 -2.9288 -3.0954
H -1.4640 -3.8512 -4.5629
C 0.8339 1.9470 -4.5906
Br 2.2424 0.7920 -3.9682
Br 1.1635 3.7805 -4.1433
Br 0.4903 1.7130 -6.4740
H -0.0593 1.6510 -4.0649
C -1.8758 3.2051 2.4029
Br -0.5203 4.3359 3.1469
Br -3.5755 4.1132 2.2761
Br -1.2570 2.4580 0.7302
H -2.0191 2.3778 3.0781
C -2.2248 -7.4485 -2.5688
Br -3.6718 -6.8038 -1.4983
Br -2.8438 -8.2802 -4.1900
Br -0.9427 -6.0588 -2.9443
H -1.7074 -8.2044 -1.9973
C -1.3005 2.0357 6.7297
Br 0.0495 3.2338 7.3866
Br -3.0196 2.8841 6.6148
Br -0.7990 1.2596 5.0460
H -1.3850 1.2253 7.4385

(3)
50
Properties=species:S:1:pos:R:3 method="wB97M-V/def2-TZVPD" homo_energy_ev=-8.63 charge=0 e_lumo_ev=-2.20 multiplicity=1 relative_energy_kcal_mol=0.0 homo_lumo_gap_ev=6.4309
O 4.1393 0.4285 0.9166
C 4.0335 -0.6923 1.4167
F 3.4707 -0.7824 2.7249
N 4.4453 -1.9417 0.7730
C 5.0502 -1.5977 -0.5720
O 4.3616 -1.4492 -1.6027
B 6.6940 -1.4213 -0.5657
C 7.2452 -0.1532 -1.4663
O 6.4857 1.0110 -1.0177
C 7.3080 2.1325 -0.7741
F 8.0977 2.3662 -1.9356
F 8.0775 1.9889 0.4089
F 6.4206 3.2326 -0.5243
H 5.2147 -2.3639 1.3260
H 7.4211 -2.1118 0.0574
H 8.3712 -0.0942 -1.2788
H 7.0255 -0.2970 -2.5788
C 1.1700 1.8966 0.2696
C 1.5999 2.3169 -1.1260
O 0.4059 2.7866 -1.7544
S -0.5541 3.4567 -0.6323
O -0.3568 4.8709 -0.6591
O -1.8471 2.8524 -0.7260
O 0.2005 2.8648 0.6745
H 0.6860 0.9157 0.2551
H 2.0055 1.8778 0.9699
H 2.0359 1.4940 -1.6925
H 2.3106 3.1475 -1.0871
C -5.1720 2.1605 -0.5239
C -4.3071 1.1098 0.1517
O -5.0197 0.7472 1.3346
S -6.6139 0.8668 1.0514
O -7.1154 -0.4364 0.7255
O -7.1889 1.6907 2.0719
O -6.5185 1.7290 -0.3212
H -5.0516 3.1369 -0.0463
H -4.9564 2.2495 -1.5892
H -3.3156 1.4855 0.3995
H -4.2119 0.2159 -0.4720
C -4.2721 -4.4990 1.4397
C -3.8410 -4.0869 0.0395
O -5.0228 -3.5823 -0.5793
S -5.9584 -2.8845 0.5559
O -5.7231 -1.4740 0.5340
O -7.2661 -3.4500 0.4705
O -5.2086 -3.5060 1.8565
H -4.7840 -5.4655 1.4258
H -3.4318 -4.5441 2.1337
H -3.4336 -4.9209 -0.5324
H -3.1058 -3.2770 0.0751

(4)
41
Properties=species:S:1:pos:R:3 method="wB97M-V/def2-TZVPD" homo_energy_ev=-11.11 charge=+2 e_lumo_ev=-8.15 multiplicity=1 homo_lumo_gap_ev=2.9608
O -2.1979 0.8692 -3.4828
S -0.7023 1.3177 -3.4097
O -0.6167 2.2882 -2.1677
F -0.2543 2.2917 -4.7722
N 0.4200 0.0186 -3.0748
C 0.7669 -0.7883 -4.3060
C 2.3601 -1.1193 -4.4989
C 3.3246 -0.6584 -3.2553
O 4.0411 0.6291 -3.5400
P -0.2541 -0.9787 -1.7573
O 0.0841 -2.6782 -1.9555
O 0.5284 -0.5701 -0.2156
H 0.4451 -0.1313 -5.2488
H 0.1614 -1.7993 -4.4127
H 2.7582 -0.5358 -5.4603
H 2.4826 -2.2770 -4.7089
H 2.8131 -0.6723 -2.1990
H 4.1972 -1.4715 -3.1977
H 3.3766 1.3711 -3.6583
H 1.0674 -2.8477 -1.8420
H 0.4763 0.4447 -0.2134
Cs 2.5736 0.6200 -0.7782
C -3.2802 1.7410 4.4034
C -3.4051 3.1243 4.2785
C -2.8482 3.7792 3.1804
C -2.1743 3.0487 2.2012
C -2.0527 1.6649 2.3244
C -2.6015 1.0111 3.4272
H -3.7113 1.2313 5.2611
H -3.9362 3.6926 5.0380
H -2.9399 4.8578 3.0867
H -1.7445 3.5583 1.3429
H -1.5289 1.0955 1.5604
H -2.5018 -0.0663 3.5256
C 1.1183 -3.4469 4.1311
Br -0.0238 -5.0152 3.9895
Br 2.5826 -3.4998 2.8516
Br 0.0996 -1.7951 3.9973
H 1.5659 -3.4664 5.1302
Cl 0.4285 -3.8265 2.1106
Ca -0.8979 -1.0112 6.3149